[1]
DFT (the ωB97M-V functional and the def2-TZVPD basis) results for a 5-piece molecular cluster, C2H16NO5 overall in a non-equilibrium geometry.

Last columns: bonded neighbours and bond lengths (Å).
Cartesian coordinates (Å):
1 C -2.746 -0.476 -1.315  O2 1.424, C3 1.516, H5 1.092, H6 1.093
2 O -3.180 0.880 -1.286  C1 1.424, H7 0.962
3 C -1.654 -0.548 -0.266  C1 1.516, N4 1.518, H8 1.085, H9 1.086
4 N -0.593 0.478 -0.619  C3 1.518, H10 1.017, H11 1.013, H12 1.021
5 H -2.458 -0.675 -2.349  C1 1.092
6 H -3.511 -1.181 -0.979  C1 1.093
7 H -3.630 1.181 -2.081  O2 0.962
8 H -2.139 -0.134 0.611  C3 1.085
9 H -1.280 -1.553 -0.094  C3 1.086
10 H 0.358 0.120 -0.578  N4 1.017
11 H -0.631 1.311 -0.045  N4 1.013
12 H -0.799 0.785 -1.571  N4 1.021
13 H 2.995 -0.103 -1.928  O15 0.967
14 H 2.479 0.619 -3.149  O15 0.968
15 O 2.291 0.499 -2.207  H13 0.967, H14 0.968
16 H 2.927 0.891 4.324  O18 0.966
17 H 2.810 1.928 3.285  O18 0.966
18 O 2.819 0.966 3.367  H16 0.966, H17 0.966
19 H 1.339 1.827 1.576  O21 0.960
20 H 2.432 0.846 1.150  O21 0.968
21 O 1.519 1.109 0.963  H19 0.960, H20 0.968
22 H 0.755 -2.382 0.815  O24 0.961
23 H -0.020 -3.672 1.226  O24 0.962
24 O -0.082 -2.715 1.151  H22 0.961, H23 0.962

Properties
- E_HOMO: -14.5 eV
- ΔE to the lowest compared entry with this formula, charge and spin: 0.7175 eV
- Charge: +1
- Gap between HOMO and LUMO: 0.428 Eh
- LUMO level: -2.85 eV

***

[2]
DFT (the ωB97M-V functional and the def2-TZVPD basis) results for a 2-piece molecular cluster, C5H17N2O overall in a non-equilibrium geometry.

Last columns: bonded neighbours and bond lengths (Å).
Cartesian coordinates (Å):
1 C 0.990 2.266 -0.587  C2 1.541, N7 1.516, H8 1.085, H9 1.089
2 C 1.578 1.316 0.475  C1 1.541, C3 1.561, H10 1.082, H11 1.079
3 C 1.253 -0.173 0.138  C2 1.561, C4 1.523, H12 1.080, H13 1.086
4 C 0.324 -0.796 1.171  C3 1.523, C5 1.531, H14 1.085, H15 1.080
5 C 0.030 -2.286 0.975  C4 1.531, N6 1.475, H16 1.086, H17 1.090
6 N -0.820 -2.535 -0.204  C5 1.475, H18 1.008, H19 1.017
7 N -0.500 2.455 -0.382  C1 1.516, H20 1.052, H21 1.066, H22 1.048
8 H 1.298 3.305 -0.543  C1 1.085
9 H 1.103 1.842 -1.583  C1 1.089
10 H 2.655 1.418 0.499  C2 1.082
11 H 0.984 1.562 1.341  C2 1.079
12 H 2.170 -0.743 0.134  C3 1.080
13 H 0.869 -0.260 -0.874  C3 1.086
14 H 0.760 -0.660 2.155  C4 1.085
15 H -0.664 -0.367 1.077  C4 1.080
16 H -0.479 -2.631 1.870  C5 1.086
17 H 0.930 -2.898 0.910  C5 1.090
18 H -0.434 -3.168 -0.888  N6 1.008
19 H -1.711 -2.922 0.095  N6 1.017
20 H -0.745 2.354 0.637  N7 1.052
21 H -0.833 3.424 -0.678  N7 1.066
22 H -1.121 1.752 -0.850  N7 1.048
23 H -1.564 -1.039 -0.937  O25 0.982
24 H -2.868 -0.739 -1.751  O25 0.957
25 O -2.224 -0.347 -1.161  H23 0.982, H24 0.957

Properties
- E_HOMO (spin up / spin down): -3.0 / -10.2 eV
- ΔE to the lowest compared entry with this formula, charge and spin: 1.1099 eV
- 2S+1: 2
- Gap between HOMO and LUMO (spin up / spin down): 0.138 / 0.396 Eh
- LUMO level (spin up / spin down): 0.71 / 0.61 eV